{"formula": "C2H6N3S", "method": "wB97M-V/def2-TZVPD", "homo_ha": -0.49204, "charge": 1, "total_energy_ha": -641.86658, "relative_energy_kj_mol": 391.6, "lumo_energy_ev": -5.43, "symbols": ["C", "C", "N", "N", "N", "S", "H", "H", "H", "H", "H", "H"], "xyz": [[-0.6455, -0.2581, -0.0306], [1.0275, 1.1869, 0.0211], [-0.1243, -1.3267, 0.0272], [-1.8135, 0.2405, -0.0787], [1.1114, -1.6690, -0.0672], [2.4173, 0.2716, 0.0440], [0.6344, 1.7667, -0.8751], [0.7811, 1.6194, 1.0867], [-2.0054, 1.1895, -0.3694], [-2.4653, -0.4955, -0.1008], [1.5480, -2.0920, 0.7451], [1.3448, -2.0790, -0.8911]], "forces_ev_per_a": [[2.12, 3.18, -0.08], [-1.80, 1.02, 1.58], [0.39, -1.88, 0.29], [-0.83, 0.99, 0.02], [1.46, 0.85, 2.96], [-0.86, -0.42, -0.65], [0.84, -0.78, 1.10], [0.07, -0.62, -2.31], [-0.10, -0.21, 0.22], [-1.93, -0.30, -0.19], [-0.32, -0.25, 0.16], [0.95, -1.58, -3.10]]}